(1)
The molecule C18H26N4O. Source: the OMol25 dataset; level of theory: ωB97M-V with the def2-TZVPD basis set.

CARTESIAN COORDINATES (ANGSTROEM)
C  2.79583  -4.76357  -1.19949
C  2.00105  -3.42856  -1.09225
C  3.01362  -2.37763  -0.76079
N  2.64516  -0.98596  -0.60519
C  3.54175  0.00012  -1.24647
C  3.30509  0.04739  -2.70760
C  4.20378  0.95169  -3.48294
C  1.37552  -0.55061  -0.23590
N  0.57430  -0.37035  -1.31037
C  -0.57141  0.21097  -1.03896
C  -1.54805  0.52704  -2.18466
C  -1.03471  0.31446  0.31601
O  -2.34244  0.69088  0.39922
C  -3.04111  0.35985  1.52073
C  -2.86055  -0.78272  2.28635
C  -3.73843  -1.08839  3.30585
C  -3.61765  -2.42059  4.05031
C  -4.86406  -0.33354  3.53387
C  -5.07090  0.84030  2.71529
N  -4.17496  1.12948  1.75575
N  -0.24659  0.24170  1.39237
C  1.04893  -0.08554  1.03208
C  2.06120  -0.00779  2.19609
H  3.64812  -4.64315  -0.50330
H  2.19203  -5.63690  -0.88422
H  3.20629  -4.85420  -2.21942
H  1.33926  -3.37747  -0.27491
H  1.51447  -3.24204  -2.11283
H  3.83276  -2.50067  -1.49637
H  3.56761  -2.50950  0.19103
H  4.63469  0.00248  -1.04898
H  3.43973  1.03344  -0.74662
H  2.27837  0.40573  -2.91661
H  3.40813  -0.93651  -3.06427
H  3.94582  1.98477  -3.54978
H  4.37615  0.47748  -4.44008
H  5.25465  0.97634  -3.13469
H  -1.18517  0.01921  -3.05147
H  -2.59161  0.24301  -2.06295
H  -1.62797  1.61303  -2.56019
H  -2.11721  -1.47984  1.98368
H  -2.61380  -2.68744  4.05650
H  -4.21127  -3.22082  3.60801
H  -3.93754  -2.25793  5.05765
H  -5.50008  -0.60266  4.27991
H  -5.84296  1.57544  3.12226
H  1.80897  -0.65788  2.99328
H  1.91650  1.00899  2.58967
H  3.14950  -0.05498  1.85978

Computed properties:
ΔE to the lowest compared entry with this formula, charge and spin = 72.1 kcal/mol
HOMO energy = -8.111 eV
Structure (SMILES) = CCCN(CCC)c1nc(C)c(Oc2cc(C)ccn2)nc1C
E_LUMO = 0.4 eV
Spin multiplicity = 1
Calculated total energy = -27093.106 eV

---

(2)
A structure of composition C32H35F10N9OS2Y. Source: the OMol25 dataset; level of theory: ωB97M-V with the def2-TZVPD basis set.

CARTESIAN COORDINATES (ANGSTROEM)
Y  0.48095  0.19610  0.67268
C  0.24626  -0.58180  4.23207
N  0.59550  0.54935  3.32147
C  -0.28682  1.70011  3.57186
C  -1.71038  1.40249  3.15278
N  -1.66814  0.73367  1.86398
C  -2.89978  0.41339  1.39992
C  -2.97238  -0.33846  0.22859
F  -1.76220  -0.59885  -0.38063
C  -4.12600  -0.76834  -0.41017
F  -4.05877  -1.55430  -1.50612
C  -5.35226  -0.50386  0.14312
F  -6.49979  -0.92777  -0.42532
C  -5.34483  0.25859  1.29056
F  -6.49033  0.58365  1.88445
C  -4.18527  0.65883  1.92194
F  -4.38208  1.41552  3.04388
C  1.95422  1.00714  3.49445
C  2.90910  -0.03328  3.04413
N  2.41515  -0.60156  1.78194
C  3.24320  -1.61152  1.35911
C  2.91968  -2.23854  0.13678
F  1.80177  -1.75868  -0.48585
C  3.57829  -3.29617  -0.41082
F  3.11963  -3.87790  -1.52939
C  4.67457  -3.86619  0.22172
F  5.23350  -5.00045  -0.19068
C  5.04915  -3.27087  1.38868
F  6.05303  -3.85321  2.04829
C  4.33816  -2.24113  1.97053
F  4.74010  -1.92801  3.22492
H  0.32425  -0.25314  5.24351
H  0.92267  -1.42072  4.10934
H  -0.79580  -0.84146  4.05119
H  0.11363  2.52054  2.97860
H  -0.20003  2.03182  4.62067
H  -2.23440  2.35776  3.10755
H  -2.20072  0.77227  3.89183
H  2.15091  1.29492  4.54871
H  2.09749  1.90307  2.87247
H  3.02414  -0.80997  3.81025
H  3.90940  0.40361  2.89469
N  -0.27718  -2.34354  1.07234
N  -0.02054  -3.57437  0.40516
C  -0.08602  -3.79103  -0.93533
N  0.14185  -5.08858  -1.25252
S  -0.41699  -2.64406  -2.10032
H  0.37812  -2.33510  1.86517
H  -1.23760  -2.31051  1.42207
H  -0.04292  -4.42039  0.96866
H  0.66021  -5.67017  -0.60370
H  0.10467  -5.33671  -2.22018
O  0.51891  2.73410  0.78470
C  1.33809  3.88624  1.05739
C  2.63281  3.83326  0.26652
C  3.26191  2.42108  0.27173
C  3.08595  1.74868  -1.04324
C  3.84907  2.18207  -2.10312
C  3.62470  1.63589  -3.36555
C  2.65670  0.63852  -3.49962
C  1.94571  0.24411  -2.39194
N  2.15758  0.80630  -1.20003
H  -0.28116  2.95279  0.29222
H  1.53932  3.92423  2.13499
H  0.79653  4.78391  0.75710
H  3.28990  4.55302  0.73342
H  2.48613  4.17007  -0.74569
H  2.86389  1.80589  1.07922
H  4.32614  2.50963  0.55194
H  4.62514  2.92625  -1.93788
H  4.19156  1.97338  -4.23902
H  2.49865  0.22980  -4.48925
H  1.18192  -0.53254  -2.47156
C  -2.56807  -1.24166  -5.05994
C  -2.96231  -0.15175  -4.11845
C  -4.21331  0.37940  -4.01031
C  -4.43636  1.42559  -3.09289
N  -3.46508  1.90654  -2.31746
C  -2.25199  1.38721  -2.40517
S  -0.87110  2.08605  -1.64373
N  -2.01169  0.35230  -3.27691
C  -5.80235  2.02675  -2.92306
H  -3.42885  -1.48288  -5.69922
H  -2.29353  -2.13108  -4.48790
H  -1.70608  -0.95163  -5.66766
H  -5.00278  0.07468  -4.66612
H  -1.08637  -0.07709  -3.27135
H  -6.28922  2.19173  -3.92358
H  -5.72013  2.93496  -2.35772
H  -6.40860  1.33200  -2.32990

Computed properties:
ΔE to the lowest compared entry with this formula, charge and spin = 10.5 kcal/mol
HOMO energy = -9.674 eV
Charge = +1
E_LUMO = -2.6 eV
Spin multiplicity = 1
Calculated total energy = -99094.989 eV

---

(3)
A structure of composition C4H5CoO3. Source: the OMol25 dataset; level of theory: ωB97M-V with the def2-TZVPD basis set.

CARTESIAN COORDINATES (ANGSTROEM)
O  -2.59068  -0.78912  1.71460
C  -2.10133  -1.50273  0.97211
C  -1.37054  -2.25933  0.11317
H  -1.99053  -2.66946  -0.69684
H  -0.72744  -2.97314  0.64807
C  0.98509  0.63844  -0.55046
O  0.13963  0.80651  -1.47778
Co  0.00193  -0.98384  -0.88513
O  1.76110  1.64088  -0.20836
C  1.58526  2.91170  -0.85667
H  1.79219  2.82446  -1.92991
H  0.56260  3.27799  -0.70672
H  2.30438  3.58771  -0.38605

Computed properties:
HOMO energy (alpha / beta) = -13.632 / -14.811 eV
Charge = +1
E_LUMO (alpha / beta) = -4.6 / -5.4 eV
Spin multiplicity = 4
Calculated total energy = -47988.370 eV

---

(4)
The ion C5H9N2S with charge +1. Source: the OMol25 dataset; level of theory: ωB97M-V with the def2-TZVPD basis set.

CARTESIAN COORDINATES (ANGSTROEM)
C  0.09452  2.07526  0.35996
C  -1.46650  -0.37867  -0.26132
C  -0.03235  -0.35369  -0.20434
C  0.29693  -1.34982  -1.40242
C  0.41839  -0.90645  1.14337
N  -1.03546  1.90596  0.97752
N  0.50322  1.01366  -0.39288
S  -2.96044  -0.36188  -0.59360
H  0.83136  2.85636  0.21799
H  0.25097  -2.35515  -0.91738
H  1.42932  -1.25905  -1.62664
H  -0.22580  -1.33852  -2.30259
H  1.48227  -1.09209  0.95511
H  0.18390  -1.86623  1.49340
H  0.17957  -0.12990  1.91353
H  -1.38417  2.63330  1.52900
H  1.43429  0.90688  -0.88870

Computed properties:
ΔE to the lowest compared entry with this formula, charge and spin = 63.7 kcal/mol
HOMO energy = -13.622 eV
Charge = +1
E_LUMO = -5.7 eV
Spin multiplicity = 1
Calculated total energy = -19136.969 eV